[1]
{
  "formula": "C29H63ClNO10",
  "method": "ωB97M-V/def2-TZVPD",
  "orbital_gap_ev": 6.5,
  "spin_multiplicity": 1,
  "e_homo_ha": -0.385,
  "charge": 1,
  "elements": ["H", "C", "H", "H", "C", "H", "H", "H", "H", "O", "H", "O", "H", "O", "H", "O", "C", "H", "H", "H", "C", "H", "C", "H", "H", "C", "H", "C", "H", "H", "H", "O", "H", "C", "C", "C", "H", "H", "H", "H", "C", "C", "O", "C", "H", "H", "H", "C", "C", "H", "C", "H", "H", "H", "H", "C", "H", "H", "C", "H", "H", "H", "H", "H", "H", "H", "H", "C", "C", "H", "H", "C", "H", "H", "C", "H", "O", "C", "H", "H", "H", "H", "H", "C", "H", "C", "C", "H", "H", "H", "Cl", "O", "H", "C", "H", "H", "C", "N", "H", "H", "C", "H", "O", "O"],
  "positions_angstrom": [[-1.9423, 1.3933, -1.5100], [3.4345, 0.1473, -1.2482], [4.0566, 1.4532, 1.9824], [2.7386, -0.4106, 3.4323], [-1.0853, 1.5156, -2.1766], [-0.3414, 1.1096, 5.4503], [-1.5431, -0.2045, -3.3767], [-5.7268, -0.5634, -0.6531], [4.3411, -7.5030, 1.1235], [1.9158, -4.2310, -0.3156], [4.5190, 1.3709, -4.4934], [-4.7496, 1.7707, -2.1928], [-4.4865, 1.2267, -5.0612], [5.1360, 0.5943, 0.4344], [-3.2955, -1.9385, -3.9492], [5.3490, 2.0478, -2.7132], [1.7094, 2.2341, 3.7279], [2.0831, -5.4375, -1.9015], [-1.8580, 3.4714, 6.6577], [-2.3963, -6.0986, 0.0803], [-4.5714, -1.8199, -2.0381], [6.0820, 0.6790, -4.0119], [1.7082, -5.5157, -0.8773], [2.7680, 3.3814, -1.0865], [5.4446, 0.4589, 2.4879], [-2.4627, 1.5414, -4.3203], [3.9382, -4.1169, 1.4640], [-1.1777, 2.6168, 6.7432], [0.9135, -4.5471, 1.4873], [-1.9865, 1.6368, 5.0680], [5.7121, 2.0429, 1.7364], [0.0538, 3.0120, 7.3110], [4.6508, 3.9507, -2.3742], [-1.3302, 0.8596, -3.5322], [-0.9972, 1.9802, 5.3829], [1.7844, -0.1428, 3.9011], [-5.4816, -2.3564, -2.3220], [-2.8278, 2.4087, -3.7732], [-5.5533, 3.4593, -1.4380], [2.6544, -0.5940, -1.4458], [-5.9385, 3.4647, -3.5846], [5.4909, 1.5934, -4.0390], [3.1507, -6.0049, 1.7934], [3.0351, -4.5992, 1.8541], [-0.5025, 5.0144, 7.2852], [-0.3295, 4.2928, 8.9036], [0.7958, 4.1238, 3.6456], [4.0379, -0.2232, 0.0891], [1.8271, -4.0968, 1.0934], [6.0107, 2.3266, -4.6648], [-1.5628, -5.5237, 0.5012], [-2.0823, 1.9052, -5.2769], [-1.7126, -5.4325, 1.5767], [3.5763, 2.9210, -3.3346], [3.2578, -0.1639, 0.8575], [-3.9125, -1.3379, -3.2910], [2.2884, -6.2829, -0.3630], [-6.1045, 0.4040, -2.9023], [4.2691, 2.9267, -2.4845], [-7.2647, 2.0463, -4.5622], [-1.5658, -4.5178, 0.0644], [0.2063, -6.8404, -1.5824], [2.6885, 2.7147, 3.5974], [1.0028, -0.1445, 3.1325], [1.5420, -0.8984, 4.6479], [4.9631, -5.8763, 0.7829], [-8.0988, 3.3443, -3.7230], [0.7748, 3.2641, 4.3210], [-5.0944, 0.4787, -2.4804], [5.0557, -6.5425, 2.4314], [4.1755, 0.0759, -2.0461], [3.5141, 2.5927, -1.2168], [-5.8735, 4.5426, -3.4338], [-0.2970, -5.1419, -1.5191], [4.4466, -6.4953, 1.5232], [1.3457, 1.9412, 2.7353], [-0.5852, 2.8720, 4.3616], [0.0712, 4.3004, 7.8847], [-7.3039, 3.6634, -5.2692], [4.3676, -1.2688, 0.0264], [1.7747, -3.0183, 1.2671], [1.1084, 4.6310, 7.9227], [-6.7449, 2.2707, -1.9507], [0.2557, -5.9229, -0.9824], [-3.3716, -0.0867, -5.4356], [5.0791, 1.1561, 1.7264], [-4.8759, -0.5036, -1.3251], [2.9162, -4.2904, 2.9010], [-5.0731, 3.1897, -4.1883], [1.1339, 3.5942, 5.2973], [-3.5130, -2.9320, -1.1701], [1.8609, 1.0991, 4.5576], [4.1799, 2.6176, -0.3531], [-5.8074, 2.7603, -2.2311], [-0.2049, 1.0885, -1.6949], [-3.9759, -0.1803, -0.7989], [-7.2228, 3.1155, -4.3318], [-4.1656, -0.1153, -3.5285], [-1.6550, 1.8719, 7.3940], [-0.4126, 0.8877, -4.1191], [-3.6487, 0.6461, -4.6776], [-0.9084, 2.5857, -2.2956], [2.7552, 1.3942, -1.2619], [-0.3293, -6.1594, 0.2843]],
  "forces_ev_per_a": [[-0.014, 0.035, -0.019], [-0.032, -0.096, 0.035], [0.013, 0.034, 0.022], [-0.006, -0.005, -0.040], [0.112, -0.094, 0.016], [0.090, 0.096, 0.034], [0.043, 0.006, -0.052], [0.048, 0.046, 0.052], [-0.014, -0.006, 0.037], [-0.025, 0.102, -0.056], [-0.004, -0.023, 0.010], [0.060, -0.138, -0.061], [0.002, 0.046, -0.034], [-0.028, 0.152, -0.117], [-0.028, -0.005, 0.001], [-0.105, -0.225, 0.131], [0.201, 0.016, -0.135], [0.049, -0.046, 0.021], [0.042, 0.031, -0.029], [-0.004, 0.035, -0.039], [0.016, 0.046, -0.202], [0.027, 0.027, 0.007], [0.050, -0.073, -0.096], [0.026, 0.008, 0.056], [-0.040, -0.017, 0.013], [0.053, 0.018, -0.024], [-0.002, -0.027, -0.054], [-0.107, -0.035, 0.153], [0.060, -0.110, -0.046], [0.027, -0.065, 0.002], [0.040, -0.035, -0.022], [0.134, 0.041, -0.227], [-0.038, 0.024, -0.066], [-0.048, 0.019, 0.026], [-0.063, -0.089, 0.047], [0.100, -0.022, -0.040], [0.037, -0.064, 0.096], [0.014, -0.007, 0.033], [0.055, -0.033, -0.016], [0.033, -0.007, -0.058], [-0.018, -0.096, 0.009], [0.064, 0.095, -0.042], [-0.116, -0.039, -0.243], [0.075, 0.052, 0.154], [0.016, 0.001, -0.016], [-0.041, 0.013, -0.012], [0.030, 0.036, 0.054], [0.016, -0.158, 0.081], [0.001, 0.052, 0.102], [-0.036, 0.017, -0.017], [-0.056, -0.063, -0.026], [-0.072, 0.046, 0.011], [0.005, -0.054, -0.001], [-0.009, -0.068, 0.007], [-0.009, 0.028, 0.001], [-0.044, -0.024, 0.099], [-0.081, 0.032, 0.107], [0.040, 0.037, -0.035], [0.066, 0.174, -0.077], [-0.014, 0.018, -0.045], [0.004, 0.019, 0.045], [-0.040, 0.018, -0.019], [-0.015, 0.009, -0.070], [-0.015, -0.002, 0.016], [0.035, 0.009, 0.009], [-0.012, -0.008, -0.016], [-0.007, 0.056, -0.052], [0.080, 0.097, -0.008], [-0.036, -0.008, 0.078], [0.021, 0.040, -0.006], [0.073, 0.114, 0.082], [-0.033, 0.081, 0.022], [-0.027, -0.009, -0.010], [0.003, 0.020, 0.038], [0.047, -0.001, 0.103], [-0.042, -0.028, 0.026], [-0.089, 0.016, -0.100], [-0.039, -0.016, 0.103], [-0.007, 0.000, 0.014], [-0.035, -0.012, 0.039], [-0.048, 0.008, 0.029], [0.002, -0.031, 0.026], [-0.006, 0.038, 0.016], [-0.079, -0.074, -0.139], [0.009, -0.028, 0.045], [0.013, -0.067, 0.050], [0.067, -0.040, -0.208], [0.063, 0.054, 0.015], [0.101, 0.103, -0.010], [-0.031, -0.138, 0.034], [-0.009, -0.023, 0.063], [-0.246, 0.004, 0.122], [0.076, -0.090, -0.076], [-0.084, 0.020, 0.000], [-0.024, 0.036, 0.030], [-0.121, 0.037, 0.147], [0.030, -0.134, 0.116], [-0.013, 0.200, -0.022], [-0.058, 0.047, 0.015], [0.006, -0.006, 0.000], [-0.059, -0.066, -0.056], [0.000, -0.013, 0.010], [-0.170, -0.012, -0.079], [0.122, 0.126, 0.103]],
  "mulliken_charge": [0.188, -0.363, -0.051, 0.207, -1.149, 0.109, 0.169, 0.428, 0.248, -0.298, 0.340, -0.413, 0.369, -0.397, 0.522, -0.323, -0.313, 0.358, 0.337, 0.337, 0.225, 0.242, -0.362, 0.375, 0.335, -0.410, 0.294, -0.561, 0.086, 0.352, 0.292, -0.328, 0.423, -0.274, -0.242, -0.774, 0.385, 0.275, 0.329, 0.353, -0.067, -0.764, -0.360, -0.554, 0.352, 0.313, 0.377, -0.026, -0.075, 0.315, -0.575, 0.526, 0.325, 0.314, -0.058, -0.399, 0.135, 0.437, -0.634, 0.283, 0.102, 0.413, 0.305, 0.384, 0.397, 0.330, 0.372, -0.439, -0.158, 0.321, 0.101, -0.203, 0.442, 0.230, -0.735, 0.270, -0.397, -0.762, 0.380, 0.355, 0.222, 0.241, 0.462, -0.444, 0.479, -0.375, -0.998, 0.383, 0.008, 0.167, -0.068, -0.378, 0.037, -0.541, 0.305, 0.316, -1.322, 0.378, 0.366, 0.331, -1.181, 0.362, -0.263, -0.377]
}

=====

[2]
{
  "formula": "C29H64NO10",
  "method": "ωB97M-V/def2-TZVPD",
  "orbital_gap_ev": 6.3,
  "spin_multiplicity": 1,
  "e_homo_ha": -0.375,
  "charge": 1,
  "elements": ["H", "H", "H", "H", "C", "C", "C", "H", "H", "H", "H", "O", "C", "C", "C", "O", "H", "H", "H", "H", "C", "C", "C", "H", "H", "O", "H", "C", "H", "C", "H", "H", "H", "C", "H", "H", "H", "H", "H", "H", "H", "H", "H", "H", "H", "H", "H", "H", "H", "H", "H", "O", "C", "O", "C", "C", "C", "C", "C", "H", "H", "H", "H", "O", "C", "N", "H", "H", "H", "H", "O", "O", "H", "H", "H", "C", "O", "C", "H", "H", "C", "C", "H", "H", "H", "H", "H", "H", "C", "H", "H", "C", "H", "H", "C", "O", "H", "H", "C", "C", "H", "H", "H", "C"],
  "positions_angstrom": [[0.0338, 6.4111, 1.1469], [0.3106, -6.9377, 6.7448], [-2.6415, 1.8764, -3.8620], [1.6849, 10.8042, 1.4606], [1.2091, -6.2299, 2.0275], [-1.5424, -2.9084, -3.6701], [-1.0163, 9.3461, 4.8285], [-1.1573, 0.7208, -1.9726], [2.4621, -4.6360, 1.3081], [0.8900, 8.4488, 4.5761], [-1.6983, -6.3082, -6.1752], [1.1461, -7.6483, 2.0851], [1.0888, 3.0224, -0.9778], [1.9713, 12.6306, 3.0352], [0.3961, -6.7291, -1.9391], [-1.6841, 2.7086, -2.2329], [-3.2157, -1.9593, -6.3098], [-0.9403, -3.4323, -4.4317], [0.9206, 10.1833, 4.3208], [-1.6664, -6.6050, -2.5632], [0.3807, -6.2832, -4.5314], [-0.6935, -6.5140, -6.5920], [-3.0737, 10.4655, 4.5718], [-0.5761, -6.3996, 5.2812], [-2.6586, 1.2721, -1.1718], [0.2638, 8.9886, 2.7461], [-1.0101, 0.9538, 0.5163], [0.3753, -6.3518, 5.8231], [0.1473, -8.3308, 4.4316], [-0.0795, -3.8067, -1.9825], [-1.6611, 3.3293, -4.1666], [-3.4216, 10.2385, 5.5846], [2.1428, 2.7965, -1.1561], [-0.5358, -2.4509, -2.5580], [0.5722, -5.3112, 6.0768], [0.4385, -8.2259, -3.5417], [1.2013, -6.1067, -1.5117], [0.3736, -7.6286, -1.2981], [2.7683, 11.8803, 3.0844], [-1.2102, 2.6896, 0.3751], [-0.4272, 4.8753, 1.9494], [1.6741, -8.8285, 5.2103], [-1.6346, 5.8010, 1.0431], [0.4841, -5.9458, 1.2561], [0.8687, -5.7818, 2.9613], [5.1474, -4.9994, 1.7080], [2.9383, -6.2707, 0.7539], [-0.8465, -7.2050, -7.4368], [5.4401, -6.0113, 3.1423], [-1.6299, 8.4992, 4.5012], [-2.7286, -3.5484, -2.0418], [0.7147, 12.0149, 2.8419], [-1.6265, 1.5495, -1.4243], [0.5641, 1.8610, -0.3350], [0.6828, 11.1826, 1.6927], [-2.2612, -1.7074, -5.8271], [0.8066, -7.2073, -3.3650], [1.8607, -8.2859, 3.1431], [0.3348, 9.2824, 4.1388], [-3.5371, -2.0153, -4.0282], [1.8420, -9.3502, 2.8981], [-3.4904, 11.4198, 4.2546], [-0.2109, -5.6128, -7.0128], [-1.6655, 10.5764, 4.5445], [-2.4824, -1.8258, -4.2710], [-1.0247, -4.6521, -2.1828], [-0.5626, -5.7286, -4.3728], [0.6273, 3.1742, -1.9536], [-2.8445, -4.7920, -3.3948], [-0.8734, 9.2882, 5.9145], [1.4383, -6.8094, 5.0116], [-0.2928, 4.8052, -0.1198], [-3.4161, 9.6907, 3.8771], [1.3580, 4.0464, 0.8879], [-0.8453, 1.7818, -3.8838], [-1.7109, 2.3968, -3.6074], [3.4783, -5.7401, 2.6847], [4.8195, -5.8876, 2.2573], [0.8682, -4.0438, -1.4992], [-1.5094, -2.4299, -6.1775], [-0.2575, 10.0088, 1.9000], [-2.2127, -4.0711, -2.8709], [0.3398, -2.1260, -3.1572], [0.3259, 11.7887, 0.8507], [-1.2413, 10.3368, 2.2361], [-1.4808, -6.2588, -0.8531], [1.9415, 13.1598, 3.9865], [-0.8220, -1.6565, -1.8583], [-1.0108, -6.0960, -1.8371], [-1.9254, -0.7005, -6.1091], [-0.4007, 9.5267, 0.9291], [-0.5853, 5.5123, 1.0724], [1.9094, -7.2456, -3.3763], [1.6864, 5.0412, -0.5583], [1.0251, 4.2789, -0.1294], [0.1441, -7.1495, -5.6482], [2.9075, -7.9831, 3.1513], [4.9316, -6.7780, 1.6297], [1.2199, -8.1193, 4.5084], [-0.8441, 1.8066, -0.1486], [-2.2214, -0.8479, -3.8287], [2.1802, 13.3468, 2.2341], [1.2031, -5.6136, -4.8487], [2.5653, -5.6895, 1.6062]],
  "forces_ev_per_a": [[-0.023, 0.026, 0.191], [-0.141, 0.012, 0.021], [0.030, -0.076, -0.152], [-0.007, -0.021, 0.002], [-0.007, -0.139, -0.119], [-0.740, -0.824, 1.303], [0.154, 0.456, 0.027], [0.060, 0.007, -0.007], [-0.110, 0.007, -0.227], [-0.051, -0.051, -0.058], [0.398, 0.210, -0.021], [0.016, 0.171, -0.070], [0.230, 0.042, 0.106], [-0.215, 0.017, 0.006], [0.027, -0.568, 0.127], [0.367, -0.167, -0.176], [0.433, 0.309, -0.200], [-0.177, 0.540, -0.003], [-0.185, 0.144, 0.022], [0.193, 0.322, 0.215], [0.223, -1.267, -0.728], [0.036, -0.432, -0.852], [0.233, 0.108, 0.081], [-0.053, -0.072, 0.075], [0.031, -0.244, 0.097], [-0.056, 0.100, 0.053], [0.039, -0.031, -0.033], [0.210, -0.009, -0.007], [0.005, -0.010, -0.015], [-1.815, 1.203, -0.315], [-0.061, 0.003, 0.049], [-0.141, -0.063, -0.026], [-0.014, -0.056, 0.094], [2.040, -0.825, -1.991], [0.084, -0.047, 0.022], [-0.083, 0.405, -0.105], [-0.531, -0.043, -0.038], [0.047, 0.435, -0.137], [0.061, 0.042, -0.083], [-0.072, 0.118, -0.205], [0.072, 0.055, 0.054], [-0.099, -0.197, -0.089], [0.029, 0.026, -0.091], [0.004, -0.046, -0.061], [0.222, 0.063, 0.081], [0.107, -0.048, -0.069], [-0.015, -0.037, -0.027], [0.154, 0.163, 0.396], [-0.053, 0.074, 0.019], [0.003, -0.026, -0.014], [-0.547, -0.614, -0.448], [0.221, -0.218, 0.126], [-0.204, 0.432, 0.193], [-0.139, -0.025, -0.120], [-0.288, 0.179, 0.210], [-0.539, -0.284, 0.626], [0.307, 0.929, 0.264], [-0.063, -0.245, 0.101], [0.008, -0.219, 0.039], [0.352, -0.063, -0.073], [-0.096, 0.031, -0.037], [0.053, 0.026, 0.063], [-0.334, -0.072, 0.292], [-0.146, -0.158, -0.292], [1.096, 0.124, -0.480], [0.402, -1.120, 0.007], [0.419, -0.016, 0.260], [-0.157, 0.151, 0.067], [0.388, -0.001, 0.188], [0.050, -0.240, 0.025], [-0.273, 0.120, -0.251], [-0.109, -0.300, 0.244], [-0.060, -0.066, 0.057], [0.026, -0.020, 0.005], [-0.038, -0.070, -0.050], [-0.132, 0.174, 0.141], [0.027, -0.307, -0.164], [-0.132, 0.110, 0.115], [-0.372, -0.029, -0.059], [-0.235, 0.267, 0.084], [0.075, -0.081, -0.176], [0.248, 1.864, 0.696], [-0.191, 0.555, 0.793], [0.058, -0.147, -0.178], [0.080, 0.179, 0.127], [0.323, 0.388, -0.238], [-0.077, 0.026, -0.043], [-0.113, -0.461, 0.007], [0.414, -0.646, -0.233], [-0.276, -0.347, 0.005], [0.084, -0.028, 0.010], [0.063, 0.073, -0.223], [-0.449, -0.276, -0.002], [0.224, -0.095, 0.070], [-0.327, 0.135, -0.331], [-0.409, 0.425, 0.288], [-0.036, 0.175, 0.134], [0.031, 0.033, -0.077], [0.323, 0.223, 0.061], [0.087, -0.169, 0.067], [-0.197, -0.441, 0.008], [0.142, -0.006, -0.004], [-0.432, 0.217, 0.492], [0.011, 0.169, 0.490]],
  "mulliken_charge": [0.334, 0.334, 0.270, 0.363, -0.187, 0.414, -0.579, -0.042, 0.368, 0.403, 0.246, -0.417, -0.378, -0.792, -0.225, -0.363, 0.289, 0.095, 0.139, 0.364, 0.426, -0.691, -0.787, 0.343, 0.475, -0.423, 0.468, -0.782, 0.351, -0.035, 0.332, 0.327, 0.412, -0.999, 0.233, 0.389, 0.078, 0.480, 0.348, 0.117, 0.340, 0.415, 0.293, 0.194, 0.182, 0.329, 0.375, 0.299, 0.249, 0.330, 0.527, -0.269, -0.209, -0.483, -0.627, -1.133, -1.016, -0.375, -0.341, 0.547, 0.410, 0.234, 0.279, -0.265, 0.282, 0.412, -0.396, 0.137, 0.284, 0.409, -0.289, -0.288, 0.340, 0.350, 0.299, -0.723, -0.285, -0.783, 0.467, 0.345, -0.313, -1.158, 0.394, 0.400, 0.145, 0.518, 0.234, 0.307, -0.825, 0.336, 0.393, -0.815, 0.245, 0.419, -0.563, -0.410, 0.147, 0.339, -0.569, -0.411, -0.452, 0.328, 0.362, -0.591]
}